Entry P
A 10-piece molecular cluster, C34H63N3O21 overall, computed with ωB97M-V with the def2-TZVPD basis set.

Computed properties:
LUMO level: 0.17 eV
HOMO-LUMO gap: 10.77 eV
Spin multiplicity: 1
Structure (SMILES): C[C@H]1COC(=O)O1.COC(=O)OC.COC(=O)OC.COC(=O)OC.COC(=O)OC.COC(=O)OC.COC(=O)OC.CCCC#N.CCCC#N.CCCC#N
HOMO energy: -10.5985 eV

Structure (XYZ):
```
121
Properties=species:S:1:pos:R:3:mulliken_charge:R:1
C 8.3060 -17.2250 -15.7940 -0.10
C 9.6710 -17.7790 -15.3970 2.49
C 9.5600 -18.4430 -13.9820 0.31
O 9.5050 -19.7860 -14.1120 -0.08
C 9.9990 -20.0950 -15.3840 0.28
O 10.4010 -21.2120 -15.7060 -0.64
O 10.1170 -18.9240 -16.0840 -0.49
H 8.2240 -17.1930 -16.8980 -0.65
H 8.0180 -16.2740 -15.3460 0.76
H 7.5340 -17.9250 -15.5410 -0.55
H 10.3280 -16.9080 -15.3270 -0.38
H 8.7370 -18.0800 -13.4650 0.63
H 10.4700 -18.4730 -13.3830 -1.64
C 12.4040 -17.4390 -17.5470 -0.02
O 12.3250 -16.1810 -18.1910 -0.39
C 11.1330 -15.7820 -18.6680 0.78
O 10.0410 -16.6370 -18.7500 -0.49
O 11.0400 -14.4620 -18.8200 -0.32
C 9.7210 -13.8960 -19.1260 -0.79
H 11.6790 -18.1500 -18.0130 0.21
H 12.3360 -17.3730 -16.4960 -0.31
H 13.3680 -17.9280 -17.7210 0.40
H 8.8180 -14.4270 -19.5310 0.29
H 9.8250 -13.0350 -19.7030 0.49
H 9.4330 -13.4590 -18.1930 0.24
C 3.7250 -18.1250 -19.2210 -0.79
O 4.6410 -17.7060 -18.2930 0.17
C 4.9170 -16.3210 -18.3160 0.25
O 3.9850 -15.2610 -18.8480 -0.62
O 6.1240 -16.0870 -17.8740 0.09
C 6.5330 -14.7680 -17.7280 -0.66
H 2.6790 -17.8520 -18.8500 0.28
H 3.7460 -19.2320 -19.1130 0.18
H 3.8330 -17.9430 -20.2800 0.37
H 7.5250 -14.5600 -17.3320 0.01
H 5.7360 -14.0860 -17.3280 0.39
H 6.7520 -14.2380 -18.6490 0.35
C 4.6890 -22.7040 -17.0190 -0.46
O 5.2290 -21.9980 -18.1920 -0.33
C 6.2400 -21.0010 -17.9120 0.28
O 6.8020 -20.8290 -16.5510 -0.09
O 6.6140 -20.1750 -18.9900 -0.32
C 7.6460 -19.1920 -18.7900 -0.02
H 5.3880 -23.5270 -16.6660 0.23
H 3.7400 -23.0950 -17.3030 0.32
H 4.4250 -21.9600 -16.2400 0.14
H 7.3020 -18.3080 -18.2850 -0.10
H 8.1370 -19.0250 -19.7340 0.36
H 8.4780 -19.6730 -18.1380 0.11
C 9.0430 -15.6780 -11.3360 -0.32
O 8.9970 -15.2980 -12.7190 -0.01
C 9.8440 -14.4520 -13.3020 0.42
O 10.6790 -13.5010 -12.6090 -0.68
O 10.0340 -14.7000 -14.6300 0.00
C 11.0070 -14.0430 -15.3700 -0.63
H 9.8720 -16.2820 -11.1790 -0.27
H 8.1680 -16.1100 -10.9090 0.20
H 9.2750 -14.8260 -10.7020 0.49
H 11.5550 -13.3500 -14.7490 0.50
H 10.6050 -13.4110 -16.1650 0.07
H 11.7530 -14.7120 -15.8590 0.15
C 3.8460 -16.4390 -10.9630 -0.45
O 3.5160 -17.1930 -12.1620 -0.36
C 4.4880 -17.5680 -13.0080 0.46
O 5.8930 -17.2850 -13.0260 -0.28
O 3.9030 -18.2580 -14.0120 -0.37
C 4.6890 -18.4600 -15.2170 0.21
H 3.5540 -15.4200 -10.8990 0.30
H 4.9020 -16.4330 -10.8880 0.06
H 3.4670 -17.0180 -10.1470 0.31
H 5.2300 -17.5700 -15.4490 -0.04
H 4.0310 -18.7940 -16.0540 0.09
H 5.4290 -19.1770 -14.8790 -0.01
C 8.3960 -19.3890 -10.2480 -0.47
O 9.2530 -19.0110 -9.2210 -0.40
C 10.5070 -18.5350 -9.5810 0.36
O 10.8330 -18.4110 -10.9660 0.03
O 11.4410 -18.2020 -8.6760 -0.41
C 12.5140 -17.4160 -9.1120 -0.29
H 8.7630 -19.8990 -11.1560 0.04
H 7.9870 -18.5660 -10.6680 0.37
H 7.5430 -19.9980 -9.8490 0.32
H 13.3170 -17.5280 -8.4350 0.39
H 12.2490 -16.3510 -9.0500 0.29
H 12.8440 -17.6380 -10.0850 -0.19
C 13.1920 -16.0620 -12.4050 -1.16
C 13.4710 -17.0290 -13.5990 1.78
C 14.9070 -17.6150 -13.6790 -0.23
C 15.2350 -18.1350 -15.0430 0.16
N 15.5540 -18.5810 -16.0940 -0.58
H 13.9790 -16.0540 -11.7040 0.56
H 12.2400 -16.2540 -11.9560 -0.21
H 13.0640 -15.0220 -12.8060 0.34
H 13.1970 -16.4440 -14.5080 -0.04
H 12.7340 -17.8370 -13.6940 -1.03
H 14.9220 -18.5150 -13.0970 -0.03
H 15.7150 -16.9480 -13.2900 0.47
C 12.7720 -22.5060 -13.0120 -1.77
C 12.3750 -21.1050 -12.5780 1.14
C 13.1560 -20.7270 -11.3600 0.95
C 14.5610 -21.0660 -11.5430 0.10
N 15.6690 -21.3340 -11.6780 -0.58
H 12.8870 -23.1630 -12.1490 0.38
H 13.6030 -22.4120 -13.6030 0.56
H 12.0610 -22.8390 -13.7800 0.45
H 11.3710 -21.0570 -12.2670 -0.29
H 12.5150 -20.3760 -13.3550 -0.44
H 12.5990 -21.0060 -10.4030 0.45
H 13.1470 -19.6180 -11.2630 -0.92
C 6.4690 -20.8750 -12.6110 -0.82
C 6.4800 -22.2630 -13.4050 -0.21
C 7.8300 -23.0070 -13.3150 0.29
C 7.9200 -23.8790 -12.1120 -0.05
N 7.9560 -24.6300 -11.1710 -0.54
H 5.5130 -20.3380 -12.7020 0.15
H 7.2320 -20.1990 -12.9690 0.07
H 6.5460 -21.1210 -11.5800 0.54
H 6.2720 -21.9460 -14.4200 -0.39
H 5.7270 -22.8830 -12.9870 0.77
H 8.8370 -22.4350 -13.3420 -0.24
H 7.8580 -23.6930 -14.0840 0.41
```

***

Entry Q
A 10-piece molecular cluster, C34H63N3O21 overall, computed with ωB97M-V with the def2-TZVPD basis set.

Computed properties:
LUMO level: 0.50 eV
HOMO-LUMO gap: 10.25 eV
Spin multiplicity: 1
Structure (SMILES): C[C@H]1COC(=O)O1.COC(=O)OC.COC(=O)OC.COC(=O)OC.COC(=O)OC.COC(=O)OC.COC(=O)OC.CCCC#N.CCCC#N.CCCC#N
HOMO energy: -9.7538 eV

Structure (XYZ):
```
121
Properties=species:S:1:pos:R:3:mulliken_charge:R:1
C -14.1090 11.0730 4.7700 -1.50
C -14.6120 9.9910 5.6760 1.53
C -14.2360 8.5790 5.3870 -0.16
O -13.7190 8.0800 6.5860 -0.37
C -13.5720 9.0180 7.4250 0.51
O -13.1240 8.8980 8.5530 -0.67
O -13.9430 10.0950 6.9330 -0.53
H -13.0710 10.9000 4.5790 0.79
H -14.2120 12.1010 5.1310 0.01
H -14.6510 10.9390 3.8150 0.30
H -15.6570 10.2590 5.8170 -0.42
H -13.5720 8.5590 4.5300 0.34
H -15.1030 7.9640 5.0770 0.24
C -14.7090 16.7820 2.8350 -0.24
O -14.8850 15.7470 3.8030 -0.04
C -15.9450 14.9460 3.7850 0.79
O -16.8090 14.8840 2.7080 -0.77
O -16.0440 14.2020 4.8670 0.05
C -17.0090 13.2030 4.8890 -1.01
H -15.0990 16.3760 1.9280 0.20
H -13.6070 16.9030 2.8250 -0.28
H -15.3360 17.5640 3.0700 0.46
H -17.9810 13.4460 4.5050 0.41
H -17.1930 12.8980 5.9120 0.26
H -16.6510 12.3020 4.3550 0.37
C -9.4410 20.2240 2.9450 -0.57
O -9.4630 19.2840 3.9860 -0.32
C -10.5780 18.6280 4.2020 0.83
O -11.6120 18.8260 3.2430 -0.64
O -10.6770 17.6620 5.0770 -0.29
C -11.8650 17.0820 5.4790 -0.07
H -8.4280 20.6830 2.9640 0.30
H -10.1780 21.0760 2.9580 0.29
H -9.6170 19.9040 1.8700 0.18
H -11.7480 16.3410 6.3460 -0.14
H -12.4550 16.5450 4.6560 -0.04
H -12.6510 17.6990 6.0100 0.34
C -18.5450 9.7650 4.5540 -0.86
O -17.2490 9.8250 4.0760 0.70
C -16.8470 8.8350 3.3180 -0.02
O -17.5960 7.6250 3.1010 -0.66
O -15.6260 9.1770 2.8050 0.32
C -15.3010 8.4960 1.6420 -1.25
H -18.6640 9.0270 5.3480 0.06
H -19.2670 9.6550 3.7590 0.30
H -18.6820 10.8100 4.8610 0.26
H -16.1130 8.4090 0.9180 0.31
H -14.9550 7.5530 1.8200 0.50
H -14.5640 9.0130 1.0540 0.28
C -13.3790 13.4820 2.5790 -1.17
O -12.2570 14.0960 1.9650 -0.04
C -11.1730 14.1880 2.6550 0.64
O -11.0410 13.7720 3.9950 -0.69
O -10.2370 14.9370 2.1190 -0.17
C -9.0140 15.3110 2.6120 -0.80
H -13.5930 13.5940 3.6070 0.48
H -13.3880 12.4410 2.4520 1.01
H -14.2020 13.7610 1.9220 -0.26
H -8.4440 14.4850 3.0410 0.36
H -9.0070 16.0580 3.3200 0.25
H -8.5540 15.6640 1.7190 0.32
C -10.4210 16.9830 9.6730 -0.69
O -11.7920 16.9240 9.2430 -0.30
C -12.3280 15.7640 8.7640 0.72
O -11.5180 14.6880 8.3900 -0.63
O -13.5660 15.8890 8.3670 -0.31
C -14.4640 14.9750 7.6510 -0.53
H -10.1560 16.4260 10.5530 0.32
H -10.2180 17.9750 10.0100 0.29
H -9.7120 16.7190 8.8920 0.29
H -15.4640 15.1890 7.8270 0.42
H -14.3210 13.8990 7.7970 0.37
H -14.4490 15.2520 6.6060 0.05
C -12.9290 16.5940 -4.2420 -0.69
O -12.0100 16.4170 -3.0910 -0.37
C -12.3160 16.7490 -1.9360 0.97
O -13.5770 17.2270 -1.5320 -0.69
O -11.4320 16.6160 -1.0140 -0.28
C -11.5300 17.2460 0.2580 -0.23
H -13.6970 15.8460 -4.3050 0.28
H -12.2670 16.6940 -5.0940 0.29
H -13.5260 17.5160 -4.1110 0.35
H -11.5490 18.3420 0.1910 0.37
H -10.5160 17.0740 0.7680 0.00
H -12.2420 16.8890 0.9760 -0.05
C -13.9140 13.5020 -1.4870 -1.75
C -14.9230 14.3070 -0.7420 2.21
C -15.8800 15.0080 -1.7360 -0.21
C -17.0390 14.1870 -2.2660 0.24
N -17.9080 13.5240 -2.6600 -0.59
H -14.2710 12.9250 -2.1440 0.86
H -13.5710 12.7920 -0.7220 0.24
H -13.1050 14.0570 -1.9520 0.20
H -14.4590 15.1290 -0.2190 -0.66
H -15.5460 13.8510 0.0150 -1.02
H -15.3150 15.4430 -2.6160 0.00
H -16.2920 15.8470 -1.1240 0.43
C -17.1040 7.5910 7.4780 -0.21
C -18.0610 8.4750 8.4750 -0.86
C -17.5690 9.6170 9.4450 -0.32
C -17.4010 10.8840 8.8480 0.30
N -17.2780 11.9300 8.3560 -0.54
H -16.2410 7.3600 8.1440 0.39
H -16.7230 8.2060 6.7330 -0.43
H -17.7550 6.7380 7.1400 0.34
H -18.6790 7.8130 9.1110 0.40
H -18.9230 8.7840 7.8990 0.44
H -16.5610 9.3560 9.8250 0.22
H -18.3170 9.6850 10.2730 0.35
C -18.9690 9.8320 0.5890 -1.29
C -18.9870 11.3940 1.1000 -0.87
C -17.9250 12.2860 0.4810 -0.32
C -16.6120 11.8730 0.9700 0.11
N -15.6290 11.4520 1.3810 -0.15
H -19.4800 9.1780 1.2780 0.38
H -18.0160 9.3970 0.6020 0.20
H -19.3280 9.7650 -0.4030 0.48
H -19.0520 11.4330 2.1670 0.18
H -19.8900 11.7450 0.7690 0.69
H -18.0880 13.3120 0.7620 0.40
H -18.0560 12.1500 -0.5820 0.17
```

***

Which of them is the least stable? Correct choice: entry P.